1.
DFT (ωB97M-V/def2-TZVPD) results for a cluster of 2 separate species, C2H9N3 in total at a distorted geometry.

Structure (XYZ):
```
14
Properties=species:S:1:pos:R:3:forces:R:3
C -2.405 1.137 0.325 0.0224 0.3217 0.0793
N -1.955 -0.110 0.025 0.3691 -0.7687 -0.4009
H -2.673 1.780 -0.517 0.0092 -0.0428 0.1776
H -2.438 1.597 1.318 0.0622 -0.1435 -0.0372
H -1.658 -0.661 0.836 -0.5241 0.5888 0.2200
N 1.434 0.164 -1.316 -0.4834 0.2966 0.2280
C 1.738 -0.034 0.101 0.1396 0.8069 -0.1064
N 1.014 -1.124 0.657 -0.3501 -1.4210 -0.1144
H 1.149 -0.739 -1.676 0.1558 -0.2047 -0.1220
H 0.557 0.689 -1.333 0.1085 -0.0773 -0.0661
H 2.811 -0.203 0.210 0.0945 -0.2847 0.0911
H 1.552 0.937 0.588 -0.1378 -0.0416 -0.0096
H 0.012 -1.181 0.500 0.2851 0.6839 -0.0879
H 1.305 -1.566 1.508 0.2487 0.2864 0.1486
```
Positions in Å, forces in eV/Å.

Summary:
**Total charge**: -1
**HOMO (alpha / beta)**: 0.024 / -0.128 Eh
**Multiplicity**: 2
**Electronic energy**: -245.7783 a.u.
**Molar mass**: 75.11 g mol⁻¹
**Relative energy (zero: lowest compared OMol25 entry of this formula, charge and spin)**: 15.8 kcal per mole



2.
DFT (ωB97M-V/def2-TZVPD) results for a cluster of 2 separate species, C2H9N3O in total at a distorted geometry.

Structure (XYZ):
```
15
Properties=species:S:1:pos:R:3:forces:R:3
C -0.418 1.308 0.652 0.8074 -0.7853 0.3799
C -1.173 1.070 -0.551 -0.1664 -1.9257 -0.4674
N 0.304 -0.626 0.484 -1.8920 -0.6818 -1.8958
N 1.278 -0.552 -0.556 0.3697 -0.1107 0.9278
N 0.356 -1.814 1.232 0.8619 -0.1434 1.2916
O -0.676 1.595 -1.762 0.3825 0.6451 0.2883
H 0.290 1.578 -1.640 -0.4014 -0.1458 -0.4231
H 1.192 -1.371 -1.165 -0.1641 0.2307 0.1594
H 2.205 -0.608 -0.138 0.2471 0.0096 -0.1043
H 0.838 -2.605 0.804 0.1518 0.5883 -0.0947
H -0.584 -2.112 1.479 0.1300 0.2731 -0.2407
H 0.534 1.820 0.589 -0.1144 0.1716 0.1567
H -0.925 1.296 1.608 0.1710 -0.0605 -0.0069
H -2.258 1.140 -0.456 0.1485 0.5398 -0.1845
H -0.963 -0.120 -0.580 -0.5313 1.3950 0.2138
```
Positions in Å, forces in eV/Å.

Summary:
**HOMO (alpha / beta)**: -0.261 / -0.250 Eh
**Electronic energy**: -320.8876 a.u.
**Molar mass**: 91.11 g mol⁻¹
**Relative energy (zero: lowest compared OMol25 entry of this formula, charge and spin)**: 153.2 kcal per mole



3.
DFT (ωB97M-V/def2-TZVPD) results for a cluster of 2 separate species, C2H9N3O in total at a distorted geometry.

Structure (XYZ):
```
15
Properties=species:S:1:pos:R:3:forces:R:3
H -2.458 -0.552 -1.616 0.6637 -0.5304 0.5869
N -1.908 -0.466 -0.751 0.9773 -0.4419 1.0019
C -1.875 -1.517 0.003 -2.8547 -0.1114 0.1009
N -1.482 -1.544 1.344 0.6561 -0.4169 -0.4747
H -2.490 -2.403 -0.297 0.6928 0.3078 0.3262
H -1.680 -2.346 2.012 0.6141 1.5100 -1.9143
H -0.688 -0.923 1.530 -0.5112 -0.3429 0.5184
N 1.758 1.513 -1.275 -1.6431 -1.0601 1.9521
C 1.852 1.385 0.206 -2.5674 1.0450 -0.5776
O 0.606 0.695 0.856 3.2109 1.9156 -0.1011
H 2.584 1.828 -1.761 -0.0169 -0.4620 0.1592
H 1.297 0.652 -1.574 0.8114 0.3534 -0.7921
H 2.529 0.687 0.579 1.8344 -0.6587 0.3689
H 2.007 2.450 0.534 -0.3616 -1.3031 0.5107
H -0.051 0.541 0.211 -1.5058 0.1955 -1.6653
```
Positions in Å, forces in eV/Å.

Summary:
**HOMO**: -0.342 Eh
**Electronic energy**: -321.0502 a.u.
**Molar mass**: 91.11 g mol⁻¹
**Relative energy (zero: lowest compared OMol25 entry of this formula, charge and spin)**: 51.1 kcal per mole



4.
DFT (ωB97M-V/def2-TZVPD) results for the molecule C2H9N3O.

Structure (XYZ):
```
15
Properties=species:S:1:pos:R:3:forces:R:3
N -0.054 -1.301 2.253 0.1013 -0.1202 0.1287
N -0.199 -1.171 0.845 0.2820 -0.2327 -0.2690
C -0.146 0.224 0.457 -0.0250 -0.1344 -0.3072
C -0.193 0.328 -1.073 -0.4772 0.1069 0.3374
N -0.357 1.676 -1.579 0.0978 0.0546 -0.0107
O 1.016 -0.193 -1.562 0.3285 -0.1733 0.0273
H 0.915 -1.188 2.561 -0.1746 -0.0861 -0.1611
H -0.373 -2.227 2.519 0.0515 0.1875 -0.0152
H 0.526 -1.675 0.326 -0.1463 0.1456 0.3024
H 0.771 0.725 0.812 -0.0831 0.0529 -0.0625
H -1.012 0.725 0.897 0.0799 0.0387 -0.0885
H -1.041 -0.271 -1.444 0.1011 0.1303 0.1399
H -1.269 2.043 -1.335 -0.0162 0.0222 -0.0462
H 0.349 2.284 -1.175 -0.0560 0.0117 0.0225
H 1.067 0.021 -2.501 -0.0637 -0.0036 0.0022
```
Positions in Å, forces in eV/Å.

Summary:
**HOMO**: -0.329 Eh
**Electronic energy**: -321.0706 a.u.
**Molar mass**: 91.11 g mol⁻¹
**Relative energy (zero: lowest compared OMol25 entry of this formula, charge and spin)**: 38.4 kcal per mole



5.
DFT (ωB97M-V/def2-TZVPD) results for a structure of composition C2H9N3O at a distorted geometry.

Structure (XYZ):
```
15
Properties=species:S:1:pos:R:3:forces:R:3
C 0.704 -0.039 0.347 0.9645 2.0240 3.4281
C -1.436 -0.023 -0.860 -0.1821 0.4705 -0.0024
N -0.721 -0.115 0.386 -1.6074 2.0746 1.2265
N 1.400 0.517 -0.767 0.8340 -0.0464 -2.2010
N 1.332 -1.210 0.909 0.3251 -0.2340 -0.7054
O -0.919 1.403 1.176 -0.1094 -1.0794 -1.6825
H -1.633 1.525 1.821 -0.3799 -1.0823 -0.3653
H 0.715 0.792 1.170 1.2244 -1.7342 -1.1294
H 2.272 0.073 -1.029 0.1278 -0.2552 1.0247
H 0.999 0.596 -1.695 -1.0519 0.0183 0.5018
H 0.899 -1.444 1.795 -0.0055 0.0314 -0.1464
H 1.244 -1.999 0.277 -0.0462 -0.1400 0.0979
H -2.502 0.033 -0.647 0.0288 -0.0738 -0.1594
H -1.221 -0.942 -1.416 -0.0186 0.0089 0.1122
H -1.134 0.834 -1.469 -0.1035 0.0177 0.0004
```
Positions in Å, forces in eV/Å.

Summary:
**HOMO**: -0.323 Eh
**Electronic energy**: -320.9748 a.u.
**Molar mass**: 91.11 g mol⁻¹
**Relative energy (zero: lowest compared OMol25 entry of this formula, charge and spin)**: 98.5 kcal per mole



6.
DFT (ωB97M-V/def2-TZVPD) results for a cluster of 2 separate species, C2H9N3O in total at a distorted geometry.

Structure (XYZ):
```
15
Properties=species:S:1:pos:R:3:forces:R:3
C 1.310 0.367 0.167 -0.2030 -0.5661 0.5878
C -1.692 -0.092 -0.857 0.2232 0.7708 -0.4908
N 0.638 -0.429 1.296 0.6250 0.4812 0.0423
N 0.324 0.902 -0.654 -0.9993 -0.3961 -0.0699
N -0.210 -1.431 0.970 -0.8177 0.1532 -0.8946
O 2.033 1.365 0.842 -0.1918 -0.0295 -0.1505
H 1.588 2.197 0.630 0.0263 -0.0615 -0.0298
H 0.154 0.245 1.886 0.0673 -0.0336 -0.0963
H 0.401 0.540 -1.597 0.0403 0.0263 0.0304
H 2.015 -0.329 -0.305 -0.0431 0.0802 0.0135
H 0.315 -2.135 0.448 -0.0336 0.0418 0.1056
H -0.942 -1.018 0.237 0.8151 -0.4685 0.7163
H -1.490 -0.399 -1.878 0.1156 0.2013 0.0277
H -2.481 -0.728 -0.451 0.3315 -0.1808 0.4181
H -1.964 0.945 -0.732 0.0443 -0.0188 -0.2097
```
Positions in Å, forces in eV/Å.

Summary:
**HOMO (alpha / beta)**: -0.334 / -0.334 Eh
**Electronic energy**: -320.9166 a.u.
**Molar mass**: 91.11 g mol⁻¹
**Relative energy (zero: lowest compared OMol25 entry of this formula, charge and spin)**: 135.0 kcal per mole



7.
DFT (ωB97M-V/def2-TZVPD) results for a cluster of 2 separate species, C2H9N3O in total at a distorted geometry.

Structure (XYZ):
```
15
Properties=species:S:1:pos:R:3:forces:R:3
N -2.023 0.730 0.253 -1.8503 -0.4835 -0.3270
C -2.637 -0.530 0.442 -0.1687 0.7178 -0.9468
N -4.047 -0.554 0.486 0.1954 0.2844 0.1714
H -1.084 0.814 -0.077 0.8388 0.1749 0.2456
H -2.680 1.497 0.132 0.5674 0.3725 -0.0182
H -2.390 -1.193 -0.407 0.7254 -0.1707 0.1974
H -2.068 -0.919 1.321 -0.3108 -0.4926 0.1293
H -4.557 0.321 0.497 0.1903 0.1220 0.4243
H -4.434 -1.111 -0.258 -0.2059 -0.4946 0.1318
C 4.832 0.597 -0.376 -0.8285 0.2669 -1.6504
N 3.897 -0.410 -0.242 0.3581 -0.1129 -0.1505
O 4.883 1.669 0.152 0.1655 -0.1102 1.1368
H 5.445 0.367 -1.269 0.3094 -0.0203 0.2733
H 3.220 -0.507 0.491 -0.0399 0.5092 0.1981
H 3.643 -0.773 -1.146 0.0537 -0.5630 0.1849
```
Positions in Å, forces in eV/Å.

Summary:
**Total charge**: +1
**HOMO (alpha / beta)**: -0.450 / -0.450 Eh
**Multiplicity**: 2
**Electronic energy**: -320.7521 a.u.
**Molar mass**: 91.11 g mol⁻¹
**Relative energy (zero: lowest compared OMol25 entry of this formula, charge and spin)**: 40.2 kcal per mole



8.
DFT (ωB97M-V/def2-TZVPD) results for a cluster of 2 separate species, C2H9N3O2 in total at a distorted geometry.

Structure (XYZ):
```
16
Properties=species:S:1:pos:R:3:forces:R:3
C 1.837 0.767 0.605 -3.5046 1.6980 1.0584
C 1.999 -0.684 0.497 4.7773 2.2862 5.6739
N -1.285 -0.133 0.874 -2.8194 2.1929 1.2412
N -2.397 -0.211 -1.210 0.9890 -0.3889 -2.4495
N -1.113 -0.232 -0.580 2.1385 -1.1450 1.2802
O 1.482 1.387 -0.573 0.0404 0.1492 -3.1479
O 1.543 -1.384 -0.343 -2.7968 -4.2377 -4.9501
H 0.877 0.789 1.196 0.4880 0.1942 0.2153
H 2.519 1.405 1.209 0.2686 -0.9085 -0.8104
H 2.712 -1.053 1.274 -0.1535 -0.1607 -0.5281
H -2.339 -0.300 1.078 2.0456 -0.5088 -0.5996
H -1.353 0.912 1.257 0.8451 -2.1508 -1.8107
H -2.801 -1.188 -1.100 0.3335 1.6433 -1.1968
H -2.283 0.225 -2.290 -0.5129 -2.2237 3.8910
H 0.970 0.835 -1.281 1.1423 1.0632 2.6371
H -0.368 -1.136 -0.611 -3.2809 2.4972 -0.5041
```
Positions in Å, forces in eV/Å.

Summary:
**HOMO (alpha / beta)**: -0.213 / -0.332 Eh
**Multiplicity**: 3
**Electronic energy**: -396.0324 a.u.
**Molar mass**: 107.11 g mol⁻¹



9.
DFT (ωB97M-V/def2-TZVPD) results for a cluster of 2 separate species, C2H9N4 in total at a distorted geometry.

Structure (XYZ):
```
15
Properties=species:S:1:pos:R:3:forces:R:3
C 1.024 2.213 -0.352 3.6751 -0.5465 -1.5806
N -0.158 2.226 0.162 -3.7749 0.0468 1.7229
H 1.821 1.616 0.124 -0.2130 0.2985 -0.2838
H 1.308 2.821 -1.208 0.2896 0.3105 0.1340
H -0.640 3.087 -0.084 -0.2745 -0.2865 -0.1891
N -0.251 -2.420 0.266 0.0748 -1.0877 0.3804
C -0.249 -1.105 0.106 0.6086 3.4327 -1.3581
N 0.625 -0.593 -0.827 -0.3422 -3.3506 0.5947
N -1.042 -0.289 0.787 0.0402 -1.4566 -0.3107
H -1.053 -2.836 0.704 0.0749 -0.1786 0.0584
H 0.219 -2.944 -0.446 -0.0998 -0.3183 0.0440
H 1.327 -1.259 -1.159 -0.5664 0.3374 0.1636
H 0.786 0.325 -1.221 -0.3995 1.5147 0.7887
H -1.627 -0.667 1.530 0.2340 0.2938 -0.4927
H -1.001 0.735 0.514 0.6730 0.9903 0.3283
```
Positions in Å, forces in eV/Å.

Summary:
**HOMO (alpha / beta)**: -0.128 / -0.273 Eh
**Multiplicity**: 2
**Electronic energy**: -300.5113 a.u.
**Molar mass**: 89.12 g mol⁻¹
**Relative energy (zero: lowest compared OMol25 entry of this formula, charge and spin)**: 26.2 kcal per mole



10.
DFT (ωB97M-V/def2-TZVPD) results for a cluster of 2 separate species, C2H9N4O in total at a distorted geometry.

Structure (XYZ):
```
16
Properties=species:S:1:pos:R:3:forces:R:3
C 0.161 -1.342 2.220 1.9832 1.1980 2.3389
C -0.709 -0.941 0.021 -0.7073 0.2537 -3.0448
N -0.558 -1.256 1.225 0.5828 -1.5585 2.3101
N -0.372 -1.721 -1.010 -0.9159 2.4670 0.6301
N -1.927 1.013 0.639 1.6860 -0.3867 1.0975
N 1.088 0.824 -1.432 -1.5576 0.2091 -1.0715
O -1.459 0.025 -0.342 -3.0644 3.1687 -0.6607
H -0.024 -2.035 3.020 -0.7679 -0.5043 0.1894
H 1.021 -0.675 2.538 -0.6488 -0.5061 -1.2967
H -0.811 -1.485 -1.884 0.3320 -0.2013 -0.2000
H -0.004 -2.576 -0.794 1.0325 -2.5983 0.0916
H -2.333 1.857 0.247 0.5917 -0.4582 -1.4866
H -2.672 0.651 1.201 -0.4504 -1.2046 0.0730
H 1.560 0.434 -2.232 1.0757 -0.2959 0.7966
H 0.569 1.582 -1.876 0.2077 0.1673 0.9934
H 1.528 1.035 -0.549 0.6205 0.2501 -0.7604
```
Positions in Å, forces in eV/Å.

Summary:
**Total charge**: +1
**HOMO**: -0.484 Eh
**Electronic energy**: -375.5063 a.u.
**Molar mass**: 105.12 g mol⁻¹
**Relative energy (zero: lowest compared OMol25 entry of this formula, charge and spin)**: 120.0 kcal per mole